# 1
{
  "formula": "C36H16Cl2F15OSi",
  "method": "ωB97M-V with the def2-TZVPD basis set",
  "e_homo_ev": -11.57,
  "molar_mass_g_mol": 848.49,
  "charge": 1,
  "e_tot_ev": -113312.81808,
  "symbols": ["F", "C", "C", "F", "C", "F", "C", "Si", "C", "C", "F", "C", "F", "C", "F", "C", "F", "C", "F", "C", "C", "F", "C", "F", "C", "F", "C", "F", "C", "F", "O", "C", "C", "C", "C", "C", "C", "F", "C", "F", "H", "H", "H", "H", "H", "H", "H", "Cl", "C", "C", "C", "C", "C", "C", "C", "C", "C", "Cl", "C", "C", "C", "C", "H", "H", "H", "H", "H", "H", "H", "H", "H"],
  "xyz": [[5.004, -2.884, 0.755], [4.297, -1.743, 0.630], [3.657, -1.194, 1.744], [3.765, -1.785, 2.953], [2.874, -0.053, 1.584], [2.324, 0.508, 2.688], [2.654, 0.548, 0.342], [1.413, 1.892, 0.055], [0.097, 2.226, 1.309], [-0.379, 3.498, 1.647], [0.230, 4.596, 1.131], [-1.427, 3.711, 2.540], [-1.837, 4.962, 2.835], [-2.062, 2.613, 3.126], [-3.074, 2.793, 3.994], [-1.617, 1.325, 2.823], [-2.192, 0.253, 3.420], [-0.582, 1.164, 1.910], [-0.175, -0.114, 1.628], [2.271, 3.440, -0.544], [3.471, 3.839, 0.058], [3.943, 3.119, 1.113], [4.184, 4.973, -0.319], [5.352, 5.283, 0.283], [3.683, 5.788, -1.334], [4.355, 6.892, -1.709], [2.470, 5.454, -1.936], [1.950, 6.266, -2.882], [1.805, 4.296, -1.548], [0.615, 4.010, -2.139], [0.494, 1.161, -1.164], [-0.188, 0.332, -1.952], [-1.022, -0.756, -1.488], [-2.159, -0.780, -2.574], [-1.802, 0.204, -3.694], [-0.475, 0.851, -3.334], [3.395, 0.022, -0.721], [3.373, 0.677, -1.912], [4.180, -1.121, -0.615], [4.805, -1.640, -1.694], [-1.269, -0.529, -0.381], [-2.370, -1.750, -3.055], [-3.072, -0.424, -2.064], [-1.702, -0.319, -4.649], [-2.625, 0.921, -3.780], [-0.536, 1.951, -3.308], [0.339, 0.510, -3.999], [1.734, -6.675, 1.863], [0.837, -5.363, 1.158], [1.513, -4.276, 0.578], [0.759, -3.222, 0.044], [-0.623, -3.272, 0.064], [-1.437, -2.275, -0.754], [-2.737, -2.086, 0.031], [-3.880, -1.933, -0.713], [-5.110, -1.672, -0.112], [-5.160, -1.589, 1.282], [-6.627, -1.118, 2.022], [-4.012, -1.789, 2.069], [-2.772, -1.986, 1.433], [-1.280, -4.368, 0.675], [-0.564, -5.441, 1.214], [2.608, -4.286, 0.534], [1.259, -2.377, -0.429], [-1.625, -2.854, -1.777], [-3.836, -2.116, -1.791], [-5.999, -1.541, -0.737], [-4.093, -1.802, 3.152], [-1.913, -2.236, 2.058], [-2.377, -4.412, 0.710], [-1.100, -6.294, 1.655]]
}

# 2
{
  "formula": "C3H5ClF2S",
  "method": "ωB97M-V with the def2-TZVPD basis set",
  "e_homo_ev": -9.81,
  "molar_mass_g_mol": 146.59,
  "e_tot_ev": -31983.49345,
  "symbols": ["C", "C", "C", "H", "H", "H", "H", "H", "F", "F", "S", "Cl"],
  "xyz": [[0.104, 0.296, -0.420], [0.959, -0.635, 0.370], [-1.343, -0.141, -0.056], [1.042, 2.301, -0.353], [0.284, 0.084, -1.437], [0.662, -0.719, 1.374], [0.728, -1.627, -0.018], [-2.271, 0.683, -0.106], [-1.508, -1.297, -0.809], [-1.249, -0.561, 1.326], [-0.110, 1.957, 0.069], [2.702, -0.343, 0.060]]
}